Density functional theory data (ωB97M-V/def2-TZVPD) for the molecule C5H9NO.

Results
- HOMO-LUMO gap: 8.58 eV
- Energy relative to the best compared isomer or geometry (same formula, charge and spin): 414.1 kJ/mol

Positions of all 16 atoms, in Å:
C -1.025 0.515 1.063
C -0.056 0.042 -0.024
C 0.167 1.138 -1.069
C 1.252 -0.541 0.540
N 0.192 -2.281 -0.516
C -0.571 -1.217 -0.675
O -1.575 -1.486 -1.342
H -1.994 0.767 0.621
H -0.638 1.408 1.567
H -1.190 -0.262 1.818
H 0.581 2.040 -0.604
H -0.782 1.405 -1.544
H 0.855 0.809 -1.853
H 2.156 -0.166 0.059
H 1.333 -0.496 1.628
H 1.294 -1.676 0.329

---

Density functional theory data (ωB97M-V/def2-TZVPD) for the molecule C17H14INO.

Results
- SMILES: CN(C)c1ccc(C#CC(=O)c2ccc(I)cc2)cc1
- HOMO-LUMO gap: 7.22 eV
- Energy relative to the best compared isomer or geometry (same formula, charge and spin): 105.5 kJ/mol

Positions of all 34 atoms, in Å:
C -3.387 3.725 1.160
N -3.702 2.800 0.002
C -5.088 2.691 -0.382
C -2.739 1.915 -0.375
C -1.379 2.346 -0.342
C -0.349 1.467 -0.728
C -0.633 0.160 -1.092
C 0.537 -0.754 -1.190
C 1.555 -1.447 -1.451
C 2.800 -2.119 -1.652
O 3.148 -2.601 -2.739
C 3.590 -2.429 -0.511
C 3.103 -1.976 0.774
C 3.598 -2.511 1.922
C 4.716 -3.372 1.944
I 5.381 -4.204 3.813
C 5.304 -3.691 0.703
C 4.727 -3.254 -0.484
C -1.992 -0.253 -1.287
C -3.015 0.659 -0.908
H -2.395 3.586 1.524
H -3.436 4.802 1.063
H -4.245 3.566 1.856
H -5.330 2.888 -1.459
H -5.754 3.330 0.152
H -5.491 1.696 -0.141
H -1.011 3.320 -0.029
H 0.765 1.810 -0.655
H 2.313 -1.151 0.914
H 3.211 -2.232 2.930
H 6.141 -4.313 0.533
H 5.260 -3.589 -1.372
H -2.144 -1.287 -1.642
H -4.062 0.423 -0.850

---

Density functional theory data (ωB97M-V/def2-TZVPD) for a structure of composition C31H31Br4N6O6SSe4TeY.

Results
- HOMO-LUMO gap: 5.27 eV
- Charge: -2
- Energy relative to the best compared isomer or geometry (same formula, charge and spin): 0.0 kJ/mol

Positions of all 85 atoms, in Å:
Y 0.371 1.182 -1.234
C 0.809 -1.897 5.682
C 0.021 -1.431 4.489
C -0.778 -2.236 3.737
C -1.377 -1.806 2.573
C -1.143 -0.500 2.152
C -0.287 0.361 2.830
C 0.235 -0.122 4.025
S -1.844 0.055 0.623
O -3.288 -0.122 0.703
O -1.138 -0.675 -0.485
N -1.341 1.544 0.409
C -1.733 2.657 1.107
C -2.802 3.003 1.722
C -2.922 4.181 2.517
C -1.872 4.986 2.643
C -0.616 4.748 1.920
C 0.588 5.479 2.083
C 1.685 5.045 1.395
C 1.597 3.912 0.509
N 0.488 3.259 0.377
C -0.585 3.609 1.139
H 1.774 -1.357 5.945
H 0.966 -2.935 5.589
H 0.241 -1.822 6.627
H -0.644 -3.294 3.956
H -1.931 -2.561 1.983
H -0.092 1.434 2.516
H 0.840 0.445 4.649
H -3.691 2.455 1.506
H -3.863 4.238 3.132
H -1.950 5.944 3.204
H 0.436 6.356 2.616
H 2.640 5.506 1.653
H 2.403 3.602 -0.104
Se -2.911 3.544 -3.442
Se -1.547 1.586 -3.675
Te -0.638 7.093 -3.092
Se -1.970 5.161 -2.035
Br 5.815 -3.396 -2.124
C 4.540 -2.265 -1.266
C 4.670 -1.875 0.036
Br 6.040 -2.481 1.162
C 3.778 -0.946 0.516
Br 3.862 -0.348 2.319
C 2.699 -0.469 -0.235
O 1.859 0.440 0.257
C 2.426 -0.951 -1.540
O 1.394 -0.476 -2.178
C 3.397 -1.823 -2.031
Br 3.066 -2.529 -3.798
C -5.330 -3.175 -3.259
N -3.884 -3.234 -3.187
C -3.115 -2.112 -2.979
C -1.828 -2.464 -2.927
N -1.779 -3.844 -3.073
C -0.537 -4.618 -3.044
C -3.040 -4.318 -3.277
Se -3.474 -6.038 -3.453
H -5.515 -2.312 -3.988
H -5.846 -3.040 -2.298
H -5.788 -4.097 -3.663
H -3.595 -1.176 -2.744
H -0.914 -1.947 -2.777
H -0.576 -5.453 -2.365
H 0.260 -3.918 -2.739
H -0.300 -4.902 -4.063
C 2.566 4.963 -3.070
C 1.723 3.685 -3.268
N 0.845 3.762 -4.267
O 2.038 2.649 -2.686
H 3.023 4.915 -2.081
H 1.973 5.840 -3.287
H 3.392 4.920 -3.863
H 0.425 4.713 -4.392
H 0.166 3.004 -4.213
C 0.608 -3.807 1.155
C 1.285 -4.456 2.351
N 2.190 -3.631 2.981
O 0.958 -5.539 2.759
H -0.459 -3.964 1.131
H 0.864 -4.425 0.260
H 0.813 -2.725 1.112
H 2.335 -2.673 2.600
H 2.835 -4.094 3.552

---

Density functional theory data (ωB97M-V/def2-TZVPD) for a cluster of 2 separate species, C7H12 in total.

Results
- SMILES: C[C@@H]1C=CC1.C=C
- HOMO-LUMO gap: 9.89 eV
- Energy relative to the best compared isomer or geometry (same formula, charge and spin): 274.8 kJ/mol

Positions of all 19 atoms, in Å:
C -2.726 -0.184 0.063
C -1.233 -0.467 0.040
C -0.444 0.142 1.176
C 0.244 0.945 0.374
C -0.394 0.462 -0.901
H -3.203 -0.524 -0.861
H -2.913 0.893 0.167
H -3.211 -0.686 0.906
H -1.023 -1.531 -0.124
H -0.452 0.054 2.256
H 0.790 1.826 0.647
H 0.188 -0.082 -1.658
H -0.934 1.275 -1.393
C 2.464 -0.951 -0.403
C 2.672 0.227 0.176
H 2.525 -1.068 -1.481
H 2.145 -1.820 0.169
H 2.883 1.122 -0.403
H 2.622 0.367 1.252

---

What did the first record say?
Density functional theory data (ωB97M-V/def2-TZVPD) for the molecule C5H9NO.

Results
- HOMO-LUMO gap: 8.58 eV
- Energy relative to the best compared isomer or geometry (same formula, charge and spin): 414.1 kJ/mol

Positions of all 16 atoms, in Å:
C -1.025 0.515 1.063
C -0.056 0.042 -0.024
C 0.167 1.138 -1.069
C 1.252 -0.541 0.540
N 0.192 -2.281 -0.516
C -0.571 -1.217 -0.675
O -1.575 -1.486 -1.342
H -1.994 0.767 0.621
H -0.638 1.408 1.567
H -1.190 -0.262 1.818
H 0.581 2.040 -0.604
H -0.782 1.405 -1.544
H 0.855 0.809 -1.853
H 2.156 -0.166 0.059
H 1.333 -0.496 1.628
H 1.294 -1.676 0.329

---

Look up the HOMO-LUMO gap of the third one.
5.27 eV

---

What is the HOMO-LUMO gap in the first record?
8.58 eV